Formula: C14H22Cl20N2O2
Source: the OMol25 dataset
Level of theory: ωB97M-V/def2-TZVPD

Computed properties:
LUMO ... -0.28 eV
Charge ... 0
HOMO-LUMO gap ... 0.345 Eh

Element x y z (Å)
Cl1 -0.1696 -6.1765 1.9453
C1 -0.5008 -5.0159 0.7216
C2 0.6281 -4.0301 0.7785
Cl2 2.1491 -4.6963 0.2780
H1 -1.4382 -4.5508 1.0268
H2 -0.5324 -5.4656 -0.2708
H3 0.7700 -3.5330 1.7381
H4 0.3973 -3.2330 0.0719
Cl3 2.0552 -2.0735 -2.1396
C3 1.4971 -0.5063 -1.6933
C4 0.8956 0.2520 -2.9529
Cl4 2.1588 0.6585 -4.2262
H5 2.3896 -0.0340 -1.2829
H6 0.7582 -0.6117 -0.8989
H7 0.4488 1.1657 -2.5610
H8 0.1227 -0.3117 -3.4753
C5 1.6201 3.0275 0.1589
O1 1.2006 2.3339 -0.7085
N1 0.8823 4.0757 0.6458
C6 1.2924 4.7510 1.9269
C7 -0.3719 4.4786 0.0669
H9 2.5219 2.7642 0.7331
H10 2.1861 4.2801 2.3362
H11 0.5629 4.6735 2.7331
H12 1.5288 5.7987 1.7414
H13 -0.4652 4.2727 -0.9994
H14 -1.2107 3.9237 0.4871
H15 -0.4754 5.5586 0.1721
C8 -2.4899 -1.2964 1.4766
O2 -1.9438 -1.6761 0.5137
N2 -2.6355 0.0683 1.7375
C9 -2.9880 0.5473 3.0640
C10 -2.1232 1.0207 0.7350
H16 -2.8892 -2.0132 2.2107
H17 -2.1251 0.7985 3.6807
H18 -3.4518 -0.2734 3.6113
H19 -3.6618 1.4041 3.0683
H20 -2.8539 1.7984 0.5127
H21 -1.2852 1.5901 1.1369
H22 -1.7913 0.5771 -0.2037
C11 -4.4601 0.3754 -2.5709
Cl5 -2.6371 0.1774 -2.9307
Cl6 -4.7136 0.2747 -0.7853
Cl7 -4.8280 2.0276 -3.1225
Cl8 -5.2868 -0.8937 -3.5536
C12 5.8326 1.7478 -0.4439
Cl9 5.2318 3.0514 0.6704
Cl10 5.8553 0.2256 0.4227
Cl11 4.8210 1.5294 -1.8447
Cl12 7.4985 2.2061 -0.8825
C13 2.3240 -0.6206 2.5879
Cl13 3.3294 0.7325 3.0040
Cl14 0.8883 0.1550 1.7827
Cl15 3.2883 -1.7547 1.5833
Cl16 1.7423 -1.3920 4.1658
C14 -1.8733 -4.4207 -3.2271
Cl17 -2.6178 -3.9897 -1.6084
Cl18 -0.8058 -5.8358 -3.0138
Cl19 -3.1955 -4.9770 -4.3040
Cl20 -1.0560 -2.9406 -3.8264

=====

Formula: C6H10O3P
Source: the OMol25 dataset
Level of theory: ωB97M-V/def2-TZVPD

Computed properties:
LUMO ... 3.81 eV
ΔE to the lowest compared entry with this formula, charge and spin ... 3.6881 eV
Charge ... -1
HOMO-LUMO gap ... 0.288 Eh

Element x y z (Å)
C1 1.1415 -0.1635 -0.1745
C2 1.4334 1.1622 -0.3016
C3 1.9693 -1.2583 0.0961
C4 0.3817 2.1781 -0.8008
C5 -2.0645 -0.2703 1.0051
C6 -1.5920 -1.5316 0.2946
O1 3.2486 -0.8666 0.4715
O2 1.6677 -2.4526 0.1390
O3 2.4709 1.6332 0.2610
P1 -0.6296 -1.3417 -1.2941
H1 0.8079 2.8540 -1.4485
H2 -0.0759 2.5897 0.0084
H3 -0.3224 1.6704 -1.3183
H4 -1.1316 0.3619 1.3903
H5 -2.5893 0.2720 0.1914
H6 -2.6707 -0.4573 1.9260
H7 -2.6355 -2.0123 -0.0569
H8 -1.1978 -2.3123 0.9578
H9 3.3466 0.0483 0.2567
H10 -1.5585 -0.1030 -1.6033

=====

Formula: C16H10BF2N3O6Tc
Source: the OMol25 dataset
Level of theory: ωB97M-V/def2-TZVPD

Computed properties:
LUMO (alpha / beta) ... -0.32 / -0.44 eV
ΔE to the lowest compared entry with this formula, charge and spin ... 0.3117 eV
Spin multiplicity ... 2
Charge ... 0
HOMO-LUMO gap (alpha / beta) ... 0.273 / 0.253 Eh

Element x y z (Å)
Tc1 0.7859 -0.1280 1.0853
O1 -3.6331 4.0599 2.1047
C1 -2.6615 3.1518 1.8945
C2 -2.1747 2.3191 2.9004
C3 -1.1881 1.4168 2.5762
N1 -0.7183 1.2986 1.3350
C4 -1.1256 2.1447 0.3888
C5 -2.1045 3.0850 0.6186
C6 -0.3835 2.0485 -0.9150
O2 -0.6699 2.6843 -1.8823
O3 0.6696 1.2066 -0.8180
C7 -0.4439 0.5612 3.5867
O4 -0.8296 0.4609 4.7244
O5 0.6485 0.0400 3.0791
H1 -3.9303 4.0251 3.0210
H2 -2.5219 2.3694 3.9250
H3 -2.4119 3.7572 -0.1694
O6 0.6879 -1.0547 -0.8806
C8 0.9799 -2.3349 -1.2487
C9 0.2642 -2.9152 -2.2882
C10 0.5281 -4.2185 -2.6669
C11 1.4977 -4.9586 -2.0012
C12 2.2077 -4.3778 -0.9690
C13 1.9769 -3.0544 -0.5857
C14 2.7805 -2.4493 0.4756
N2 2.4665 -1.4105 1.2316
C15 3.5002 -1.2221 2.1235
C16 4.4576 -2.1531 1.8949
N3 3.9918 -2.9192 0.8523
H4 -0.4904 -2.3230 -2.7862
H5 -0.0345 -4.6631 -3.4770
H6 1.6910 -5.9855 -2.2792
H7 2.9397 -4.9722 -0.4355
H8 3.4607 -0.4409 2.8612
H9 5.4068 -2.3350 2.3640
H10 4.4895 -3.6622 0.3956
F1 0.0489 0.0979 -2.8671
B1 0.9415 0.1055 -1.8374
F2 2.2517 0.1210 -2.2187

=====

Formula: C28H33BBrF4N4O7SV
Source: the OMol25 dataset
Level of theory: ωB97M-V/def2-TZVPD

Computed properties:
LUMO (alpha / beta) ... -0.41 / -0.64 eV
ΔE to the lowest compared entry with this formula, charge and spin ... 1.0185 eV
Spin multiplicity ... 3
Charge ... 0
HOMO-LUMO gap (alpha / beta) ... 0.309 / 0.303 Eh

Element x y z (Å)
V1 -0.9148 0.4244 -0.3944
O1 -1.1574 1.7215 -4.5925
C1 -0.2539 0.8367 -5.0901
C2 -0.0964 0.7007 -6.4688
C3 0.8466 -0.1568 -7.0032
C4 1.6614 -0.8937 -6.1586
C5 1.4970 -0.7669 -4.7896
C6 0.5322 0.0678 -4.2253
C7 0.4573 0.1373 -2.7090
O2 -0.6873 0.7240 -2.1934
N1 0.5554 -1.2731 -2.1764
N2 -0.3609 -1.4406 -1.1973
C8 -0.8986 -2.5567 -0.9029
C9 -2.1215 -2.5621 -0.0962
Br1 -3.2339 -1.0181 -0.4154
C10 -2.5759 -3.5291 0.6897
C11 -1.7636 -4.7089 1.0380
C12 -2.3097 -5.9883 0.9340
C13 -1.5528 -7.0981 1.2661
C14 -0.2524 -6.9383 1.7287
C15 0.2851 -5.6672 1.8581
C16 -0.4628 -4.5494 1.5140
H1 -1.5640 2.1902 -5.3289
H2 -0.7271 1.2908 -7.1257
H3 0.9500 -0.2390 -8.0771
H4 2.4219 -1.5513 -6.5563
H5 2.1604 -1.3177 -4.1320
H6 1.3403 0.6768 -2.3439
H7 0.4725 -1.9742 -2.9041
H8 -0.5668 -3.4961 -1.3416
H9 -3.5734 -3.4536 1.1049
H10 -3.3279 -6.1080 0.5838
H11 -1.9783 -8.0887 1.1731
H12 0.3340 -7.8051 2.0038
H13 1.2863 -5.5423 2.2486
H14 -0.0726 -3.5485 1.6612
C17 3.1487 -3.5241 0.7836
C18 3.2611 -2.0447 0.6845
N3 2.2676 -1.2083 0.5011
C19 2.8301 0.0414 0.4925
C20 4.1927 -0.0484 0.6668
N4 4.4396 -1.3840 0.7902
C21 5.3573 0.8713 0.7534
O3 5.1288 2.1566 0.6008
O4 6.4609 0.4066 0.9316
C22 2.0275 1.2719 0.3182
O5 2.5858 2.3756 0.2713
O6 0.7631 1.1453 0.1887
H15 2.1856 -3.8349 0.3861
H16 3.2194 -3.8490 1.8234
H17 3.9381 -4.0208 0.2181
H18 5.3681 -1.7477 0.9418
H19 4.1497 2.3217 0.4488
F1 -1.1112 -0.4420 1.4470
B1 -0.8102 -0.4673 2.9404
F2 -0.9564 -1.7857 3.3034
F3 0.4614 0.0161 3.0975
F4 -1.7742 0.3603 3.5011
C23 -3.1759 4.4433 4.7004
C24 -1.9963 3.9625 3.8626
C25 -2.4772 3.3311 2.5637
S1 -1.0995 2.7093 1.5999
O7 -1.8164 2.0432 0.4006
C26 -0.3317 4.1866 0.8962
C27 -1.1055 4.8961 -0.2102
C28 -1.9875 6.0493 0.2589
H20 -2.8331 4.8743 5.6404
H21 -3.8464 3.6153 4.9346
H22 -3.7508 5.2047 4.1699
H23 -1.4181 3.2215 4.4180
H24 -1.3303 4.8038 3.6546
H25 -3.0840 4.0007 1.9570
H26 -3.0433 2.4205 2.7683
H27 0.6153 3.7854 0.5300
H28 -0.1049 4.8393 1.7429
H29 -1.6884 4.1591 -0.7660
H30 -0.3664 5.2837 -0.9140
H31 -2.8120 5.7166 0.8884
H32 -2.4234 6.5675 -0.5955
H33 -1.4060 6.7777 0.8278

=====

Formula: C4H5NO
Source: the OMol25 dataset
Level of theory: ωB97M-V/def2-TZVPD

Computed properties:
LUMO ... 0.66 eV
ΔE to the lowest compared entry with this formula, charge and spin ... 1.9015 eV
Charge ... 0
HOMO-LUMO gap ... 0.363 Eh

Element x y z (Å)
C1 1.9565 -0.3378 -0.6550
C2 1.0082 -0.5584 0.5019
C3 -0.4099 -0.4221 0.2420
C4 -1.5530 -0.0148 0.2942
O1 1.4016 -0.8281 1.6211
N1 -2.8317 0.3666 0.4083
H1 1.6040 0.4482 -1.3308
H2 2.0375 -1.2664 -1.2320
H3 2.9415 -0.0862 -0.2562
H4 -3.1537 0.4458 1.3636
H5 -3.1276 1.1320 -0.1803

=====

Number 1: strongest force on any atom 4.03 eV Å⁻¹. Number 2: strongest force on any atom 5.61 eV Å⁻¹. Number 3: strongest force on any atom 0.16 eV Å⁻¹. Number 4: strongest force on any atom 0.37 eV Å⁻¹. Number 5: strongest force on any atom 0.64 eV Å⁻¹.